Computed, not measured: C28H30NOTeTl as an isolated structure in a non-equilibrium geometry, with ωB97M-V/def2-TZVPD.

```
62
Properties=species:S:1:pos:R:3:forces:R:3
C 2.2729 0.0839 0.8522 0.345 0.160 0.725
C 2.2767 -0.6300 -0.3718 0.486 -0.688 -0.464
C 1.9197 0.2694 -1.4142 0.023 -1.290 -0.835
H 2.5206 -1.7230 -0.5045 -0.384 1.550 0.200
C 1.7090 1.5550 -0.8390 -0.924 1.138 0.155
C 1.9379 1.4420 0.5704 0.415 0.348 0.840
H 1.3288 2.4631 -1.3675 0.742 -0.871 0.514
C -1.3570 -1.6354 1.2444 0.138 -0.078 0.803
C -0.2055 -2.3010 0.7326 0.080 -0.632 0.171
C -0.2908 -2.3275 -0.6888 -0.051 -0.201 0.197
H 0.6289 -2.7321 1.3393 -0.962 0.509 -0.607
C -1.5011 -1.6604 -1.0413 0.595 0.901 -1.147
C -2.1654 -1.2048 0.1494 0.104 0.272 0.214
H 1.8371 0.0245 -2.5050 0.157 0.279 1.232
H 1.7124 2.2386 1.3235 0.504 -0.845 -0.899
H 2.4367 -0.3528 1.8761 -0.102 0.561 -1.337
H -3.0213 -0.4866 0.1794 0.685 -1.150 0.090
H 0.4418 -2.7570 -1.4176 -0.872 0.451 0.975
H -1.5282 -1.3594 2.3066 0.096 -0.501 -0.925
Tl -0.3041 0.4450 0.0814 0.623 -1.428 -1.587
C -1.9945 -1.3549 -2.4641 0.066 0.205 0.261
C -3.5211 -1.5972 -2.4623 0.443 -0.094 -0.281
C -1.2807 -2.2826 -3.4812 -0.416 0.398 0.387
H -3.6833 -2.6217 -2.1025 -0.196 0.272 -0.045
H -3.9064 -1.4727 -3.4769 -0.111 -0.084 0.299
H -4.0136 -0.8826 -1.7879 0.014 -0.282 -0.216
H -1.4909 -3.3169 -3.1821 0.198 0.138 -0.252
H -0.1923 -2.1043 -3.4828 -0.373 -0.112 -0.033
H -1.6878 -2.0921 -4.4806 0.140 -0.138 0.125
C -1.6665 0.1388 -2.8256 0.024 -0.226 -0.109
C -2.2229 0.6468 -4.1666 -0.406 -0.151 -0.860
H -0.5558 0.2615 -2.8565 -0.749 -0.163 0.078
H -2.0545 0.8381 -2.0448 0.090 -0.462 -0.407
O -3.1350 0.1261 -4.8191 1.199 0.640 0.918
N -1.6047 1.7814 -4.6394 -0.014 0.275 0.262
C -0.4314 2.4546 -4.0718 -0.135 -0.284 -0.311
H -1.9500 2.1198 -5.5356 0.084 -0.239 0.396
C 0.8952 1.8610 -4.5534 0.075 -0.189 -0.067
C 2.0792 2.4992 -4.1525 0.019 -0.358 -0.216
H 2.0083 3.3859 -3.5060 0.153 -0.376 -0.360
C 3.3207 1.9946 -4.5536 -0.287 -0.052 -0.064
H 4.2331 2.5054 -4.2320 -0.294 -0.265 -0.152
C 3.3839 0.8478 -5.3635 -0.229 0.030 0.054
H 4.3584 0.4575 -5.6837 -0.479 0.176 0.161
C 2.2018 0.2048 -5.7626 -0.181 0.329 0.270
H 2.2338 -0.6895 -6.3932 0.078 0.359 0.251
C 0.9484 0.7060 -5.3573 0.460 0.343 0.144
H 0.0202 0.2144 -5.6829 0.527 0.241 0.197
H -0.4618 2.4215 -2.9652 -0.104 0.079 -0.538
H -0.4727 3.5174 -4.3690 -0.043 -0.420 0.184
Te -1.3846 1.8550 1.9056 -1.266 1.857 2.204
C -0.8690 0.8510 3.7222 0.053 -0.342 0.341
C -1.9147 0.4271 4.5770 0.727 0.036 -0.163
C -1.5925 -0.1911 5.7974 0.104 0.148 -0.120
C -0.2530 -0.3886 6.1692 -0.077 0.179 -0.396
C 0.7750 0.0369 5.3133 -0.079 0.083 -0.123
C 0.4777 0.6651 4.0931 -0.548 -0.096 0.153
H -2.9555 0.5890 4.2743 0.435 -0.162 0.200
H -2.3969 -0.5184 6.4663 0.335 0.141 -0.303
H -0.0072 -0.8691 7.1243 -0.144 0.218 -0.470
H 1.8256 -0.1102 5.5958 -0.508 0.058 -0.104
H 1.2713 1.0144 3.4226 -0.287 -0.191 0.392
```
Positions in Å, forces in eV/Å.

Its HOMO energy is -0.27812 hartree. The net charge is 0. The calculation puts the total energy at -45042.7017 eV. As for the strongest force on any atom: 3.15 eV/A.

How positive or negative is each atom? The Mulliken charges in e answer that: -0.112 -0.846 0.277 0.392 -0.599 -1.268 0.524 -0.760 -0.850 -0.271 0.386 -0.465 -1.226 0.211 0.660 0.333 0.436 0.411 0.647 1.162 2.968 -1.821 -2.079 0.449 0.494 0.306 0.463 0.243 0.483 -0.583 0.123 -0.338 0.592 -0.687 -0.039 -0.878 0.295 0.836 -0.307 0.425 -0.624 0.380 -0.484 0.369 -0.626 0.398 -0.203 0.376 -0.017 0.529 0.145 -0.133 -0.433 -0.470 -0.437 -0.589 -0.033 0.379 0.353 0.362 0.369 0.404



Computed, not measured: a 4-piece molecular cluster, C44H69Cl2N3O8P overall in a non-equilibrium geometry, with ωB97M-V/def2-TZVPD.

```
127
Properties=species:S:1:pos:R:3:forces:R:3
C 3.3113 -5.6926 0.9076 -0.425 0.285 -0.094
C 2.4249 -4.4249 0.6908 0.385 -1.051 1.003
C 3.1904 -3.2617 1.3590 -0.091 0.561 -1.151
C 1.0196 -4.7115 1.3359 0.244 0.471 0.491
C 0.7605 -3.9180 2.6487 -0.145 0.460 -0.554
C -0.1667 -4.6619 0.3493 0.600 -1.643 0.536
O -0.2372 -3.5327 -0.5559 -0.379 -0.005 0.516
C -0.3785 -2.3255 0.0084 0.202 0.426 0.213
C -1.4334 -1.9217 0.8262 -1.174 -0.109 -0.637
C -2.5829 -2.8947 1.1160 0.397 0.165 1.402
O -2.5746 -3.4498 2.1848 -0.313 0.134 -1.054
O -3.5421 -3.0226 0.1628 1.282 -0.864 -0.705
P -4.3912 -4.4489 0.2068 -2.409 -1.171 1.443
N -5.5743 -4.3292 1.1846 0.732 -0.022 -0.203
O -4.8383 -4.7069 -1.3041 1.433 0.565 0.515
O -3.4084 -5.7039 0.5414 0.095 1.004 -0.796
C -1.4595 -0.6198 1.3489 0.770 -0.202 -0.325
O -2.4510 -0.1121 2.1193 -0.396 -1.107 -0.065
C -2.6732 -0.8220 3.3351 -0.390 -0.501 1.616
O -1.7551 -1.1752 4.0160 -0.067 0.429 -0.724
C -4.1178 -1.0449 3.6601 0.795 0.685 -1.181
C -4.9834 -1.1844 2.5816 0.001 0.231 -0.528
C -6.3391 -1.3553 2.7631 0.235 -0.046 0.115
C -6.8145 -1.3799 4.0688 -0.588 -0.079 -0.944
C -5.9460 -1.2520 5.1337 -0.480 0.066 0.986
C -4.5861 -1.0777 4.9624 0.128 -0.110 0.084
C -0.4210 0.2425 1.0420 -0.778 0.761 0.741
C -0.4756 1.6303 1.6272 0.814 -1.934 -0.574
C 0.3414 1.8884 2.7287 -0.479 1.399 -0.047
C 0.2689 3.2035 3.1958 0.179 -1.166 -0.354
C -0.5896 4.0612 2.5136 0.319 1.706 1.163
N -1.3851 3.7979 1.4956 0.032 -0.388 -0.207
C -1.3253 2.5511 1.0436 0.086 0.175 0.006
N 0.5863 -0.1543 0.2356 0.207 0.450 0.391
C 1.6323 0.8315 -0.0545 0.737 0.813 -0.861
C 1.1499 1.7109 -1.2349 -0.323 -0.081 -0.477
O 0.5309 1.2645 -2.1533 0.651 0.559 1.024
Cl 1.6335 3.4186 -1.1144 -0.147 -0.837 -0.017
C 0.6097 -1.3815 -0.2845 0.771 -0.875 -0.899
Cl 1.8682 -1.8338 -1.3738 -0.563 0.421 0.352
H 4.3605 -5.4960 0.6466 -0.300 -0.135 -0.024
H 3.2648 -5.9786 1.9684 0.131 0.022 -0.235
H 2.9236 -6.5300 0.3093 0.234 0.156 0.160
H 2.3179 -4.3278 -0.3954 0.009 0.443 0.267
H 4.0122 -2.9703 0.6838 -0.057 -0.172 0.373
H 2.5837 -2.3481 1.4694 0.130 -0.291 0.136
H 3.6133 -3.5317 2.3332 -0.194 -0.001 -0.227
H 1.0692 -5.7614 1.6739 -0.358 0.202 -0.352
H 1.5533 -4.0929 3.3852 -0.300 -0.132 -0.113
H -0.2275 -4.1500 3.0696 0.382 -0.151 -0.001
H 0.7507 -2.8298 2.4715 0.012 -0.281 0.085
H -1.0815 -4.8406 0.9270 0.046 0.455 -0.374
H -0.0669 -5.5451 -0.2974 -0.077 0.538 -0.203
H -5.5288 -5.0467 1.9005 -0.470 0.291 0.173
H -4.7334 -5.6618 -1.4437 -0.156 0.114 -0.341
H -3.6629 -6.0295 1.4157 0.224 0.005 0.028
H -4.5984 -1.1314 1.5657 -0.066 0.022 0.235
H -6.9714 -1.4589 1.8863 -0.066 -0.048 0.324
H -7.8911 -1.4871 4.1953 0.289 -0.001 0.341
H -6.3836 -1.2571 6.1305 0.277 -0.015 -0.100
H -3.9130 -0.9529 5.8070 -0.120 -0.047 -0.180
H 0.9993 1.1424 3.1690 -0.213 0.047 -0.079
H 0.8743 3.5356 4.0358 -0.245 0.092 -0.203
H -0.6077 5.0960 2.8723 -0.135 -0.247 -0.185
H -1.9452 2.2870 0.1835 0.118 0.021 0.234
H 1.9225 1.4254 0.8132 -0.526 -0.172 -0.082
H 2.5625 0.3650 -0.4054 -0.454 -0.213 0.092
C 3.7120 9.1575 6.5055 -0.055 0.066 -0.104
C 2.5744 8.4615 5.7650 0.043 0.002 0.115
C 2.5885 6.9421 5.9276 -0.066 -0.028 -0.060
C 3.8289 6.2416 5.3688 0.052 0.049 0.035
C 4.0982 6.4879 3.8848 -0.017 -0.130 0.041
C 2.9855 5.9747 2.9780 0.074 0.115 -0.110
H 4.6887 8.8479 6.1302 0.005 0.001 0.031
H 3.6410 10.2389 6.3808 0.038 -0.011 0.043
H 3.6702 8.9392 7.5746 0.039 -0.016 -0.013
H 2.6077 8.7324 4.7056 -0.020 -0.034 0.001
H 1.6239 8.8425 6.1475 -0.011 -0.015 -0.048
H 1.6911 6.5293 5.4545 0.007 -0.014 0.007
H 2.5039 6.6984 6.9914 -0.002 0.017 -0.009
H 3.7224 5.1637 5.5354 0.017 0.002 -0.013
H 4.7094 6.5451 5.9410 -0.024 -0.002 0.012
H 5.0305 5.9847 3.6138 0.008 0.045 0.006
H 4.2626 7.5520 3.6976 -0.011 -0.006 0.031
H 2.8400 4.8994 3.1135 -0.022 0.001 0.013
H 3.2381 6.1496 1.9303 -0.062 -0.043 -0.006
H 2.0373 6.4789 3.1747 -0.007 -0.025 0.004
C -3.8195 4.9777 -5.7782 -0.064 0.039 0.124
C -2.9905 4.7699 -4.5147 0.027 0.019 -0.129
C -1.8882 3.7242 -4.6802 0.026 0.001 0.111
C -2.3781 2.3093 -4.9942 -0.019 0.012 -0.075
C -3.3420 1.7160 -3.9679 0.071 -0.045 -0.038
C -2.7215 1.5604 -2.5848 -0.195 -0.078 0.163
H -4.3437 4.0672 -6.0729 0.012 0.010 -0.029
H -4.5719 5.7509 -5.6165 0.003 -0.010 -0.059
H -3.1866 5.2937 -6.6100 -0.017 -0.039 -0.014
H -3.6504 4.5009 -3.6844 0.035 -0.010 0.012
H -2.5275 5.7214 -4.2404 -0.005 -0.023 0.047
H -1.2799 3.7063 -3.7698 0.017 -0.023 -0.017
H -1.2150 4.0424 -5.4825 -0.014 0.007 0.008
H -1.5057 1.6529 -5.0819 -0.015 -0.008 0.015
H -2.8593 2.2973 -5.9758 0.007 0.019 0.010
H -3.6624 0.7319 -4.3208 -0.023 0.025 -0.001
H -4.2486 2.3227 -3.8980 0.023 0.016 -0.019
H -1.8420 0.9152 -2.6255 0.026 0.041 -0.018
H -3.4405 1.1082 -1.8948 0.018 0.017 0.017
H -2.4240 2.5244 -2.1645 0.038 -0.001 -0.036
C 2.8561 -4.6621 -8.2526 -0.134 0.052 0.026
C 2.7673 -3.6195 -7.1426 0.094 -0.038 -0.083
C 3.9255 -3.6952 -6.1483 -0.050 0.063 0.065
C 4.0248 -5.0071 -5.3672 0.017 -0.043 -0.063
C 2.7801 -5.3759 -4.5613 0.114 -0.003 0.059
C 2.4444 -4.3620 -3.4736 -0.143 -0.104 0.005
H 2.8159 -5.6785 -7.8577 0.026 -0.003 -0.022
H 2.0239 -4.5482 -8.9488 0.041 -0.036 -0.027
H 3.7840 -4.5498 -8.8170 0.003 -0.041 0.018
H 1.8099 -3.7201 -6.6221 0.021 0.018 0.024
H 2.7645 -2.6252 -7.5968 -0.025 0.007 0.043
H 3.8432 -2.8581 -5.4476 0.025 -0.008 0.005
H 4.8658 -3.5421 -6.6867 -0.018 0.002 -0.003
H 4.8805 -4.9410 -4.6870 -0.015 -0.015 0.007
H 4.2538 -5.8259 -6.0541 0.000 0.021 -0.003
H 2.9469 -6.3495 -4.0921 -0.021 -0.002 -0.031
H 1.9194 -5.5016 -5.2236 0.021 0.017 -0.013
H 3.2762 -4.2596 -2.7696 0.022 0.029 -0.026
H 1.5646 -4.6849 -2.9104 0.013 0.068 0.035
H 2.2222 -3.3782 -3.8921 0.016 -0.007 -0.015
```
Positions in Å, forces in eV/Å.

Its HOMO energy is -0.42750 hartree. The net charge is +1. The calculation puts the total energy at -101926.8509 eV. As for the strongest force on any atom: 3.04 eV/A.

Atomic partial charges in e from the Mulliken method, atoms 1 to 99: -1.799 1.657 -1.531 0.163 -1.604 -0.447 -0.711 -0.570 0.989 0.376 -0.459 -0.222 0.526 -0.581 -0.518 -0.535 0.041 -0.304 0.136 -0.531 0.665 0.018 -0.767 -0.468 -0.611 -0.465 0.831 -0.661 -0.293 -0.954 -0.620 -0.637 0.158 0.674 -1.520 0.834 -0.428 -0.139 1.042 -0.075 0.420 0.438 0.408 -0.725 0.387 0.216 0.422 0.753 0.501 0.357 0.211 -0.010 0.603 0.210 0.320 0.353 0.237 0.403 0.411 0.391 0.487 0.587 0.627 0.447 0.547 0.502 0.745 -1.219 -0.433 -0.457 -0.697 -0.492 -0.950 0.285 0.381 0.298 0.233 0.388 0.116 0.418 0.343 0.349 0.353 0.281 0.184 0.415 0.231 -1.241 -0.406 -0.430 -0.735 -0.772 -0.634 0.295 0.387 0.296 0.225 0.396 0.060



Which of these has the lowest strongest force on any atom? C44H69Cl2N3O8P